Here is C9H4Cl2N2O3RhTm as an isolated structure at a distorted geometry from the OMol25 dataset. Energies are from the ωB97M-V functional and the def2-TZVPD basis.

Output
LUMO level (alpha / beta)   -0.5424 / -0.6257 Ha
2S+1   7
Charge   +4
Strongest force on any atom   10.68 eV Å⁻¹

Each line ends with the Löwdin charge.
Positions of all 22 atoms, in Å:
C -4.55004 2.72344 -1.42854  0.046
H -5.26095 0.77935 0.33734  0.175
C 5.95694 -5.70034 0.58612  -0.043
Cl 2.93802 -4.92873 1.41177  0.093
C -3.70102 1.95783 -0.54952  -0.094
C -4.18867 0.98933 0.32088  0.097
Rh 0.46482 1.81939 -0.14635  0.803
O 7.94028 -3.77235 -1.22620  0.236
C -3.31958 0.27944 1.12775  0.075
C -2.33040 2.17348 -0.61664  0.036
C -1.94463 0.54929 1.05860  0.020
O 0.83135 4.64434 0.74165  0.202
N -5.21916 3.34795 -2.15823  0.417
C 0.73527 3.50396 0.47915  -0.217
N -1.50227 1.49829 0.21199  -0.108
Tm 4.58255 -3.89896 0.03708  1.434
H -1.19539 0.00048 1.64739  0.155
H -1.85206 2.85944 -1.32871  0.163
O 6.86437 -6.43803 0.68917  0.256
C 6.81541 -3.63645 -0.88828  0.021
Cl 1.59920 1.74832 -2.09845  0.079
H -3.66404 -0.49946 1.79203  0.153

Here is one molecule with the formula C2H5N3O at a distorted geometry from the OMol25 dataset. Energies are from the ωB97M-V functional and the def2-TZVPD basis.

Output
LUMO level   0.0337 Ha
Charge   0
Strongest force on any atom   4.96 eV Å⁻¹
SMILES   NNC1=N[C@@H]1O

Each line ends with the Löwdin charge.
Positions of all 11 atoms, in Å:
H -0.02521 0.52178 1.64856  0.086
C 0.03879 0.38150 -0.82640  -0.452
H 1.47760 -0.18700 1.60027  0.089
N -0.80326 0.32691 -1.72429  0.229
H 1.32356 1.83273 -0.27441  0.128
C -0.44573 -0.94240 -0.75182  -0.247
N 0.95169 0.65778 1.36442  0.021
O -1.53179 -1.21273 0.09291  -0.042
N 1.04115 0.88437 -0.01928  -0.047
H 0.14937 -1.77693 -1.09648  0.132
H -2.17617 -0.48602 -0.01347  0.101

Here is a 7-piece molecular cluster, C23H51FNO16 overall at a distorted geometry from the OMol25 dataset. Energies are from the ωB97M-V functional and the def2-TZVPD basis.

Output
LUMO level   -0.1721 Ha
Charge   +1
Strongest force on any atom   1.15 eV Å⁻¹

Each line ends with the Löwdin charge.
Positions of all 92 atoms, in Å:
C 3.00510 1.82518 5.07743  -0.231
O -2.33140 -4.42083 1.54474  -0.061
H 2.41743 2.51591 5.68716  0.125
H 4.92963 -4.13954 1.20145  0.111
N 6.85040 -1.28302 -0.07469  0.131
C 2.61118 1.91115 3.62073  -0.240
H 2.85471 0.81183 5.44626  0.125
H -0.27971 -5.84645 -0.70265  0.116
C -3.22552 2.20820 -0.19350  -0.230
O -3.33551 1.15970 -1.16478  -0.079
H -3.60547 0.92851 1.49225  0.125
H 5.86302 -2.17386 1.51256  0.152
H 1.56023 1.65708 3.48235  0.126
O -3.14075 4.89657 2.36652  -0.081
C -6.89548 2.93424 -0.57935  -0.249
H -7.22709 1.28580 0.35200  0.082
O -2.35411 -5.93077 -0.80609  -0.065
C 4.58109 -2.01629 -0.19787  -0.088
O -1.60322 0.91782 1.02284  -0.084
H 7.71328 -0.41381 -1.75751  0.160
H -0.30562 -4.35043 1.33147  0.113
H 2.78173 2.92750 3.24377  0.122
H 3.67830 -3.70761 2.38368  0.127
C 5.77410 -1.84940 0.49110  0.031
C -2.83551 1.62664 1.14455  -0.227
C -1.90327 -2.63156 -3.67114  -0.255
H -7.56473 2.91805 -2.63681  0.123
H -3.04679 -4.84594 1.05448  0.081
C -1.98700 5.68357 2.05633  -0.237
H -3.13948 -2.59611 -5.14794  0.083
H -3.87910 5.49643 2.51609  0.095
H 3.37013 0.90585 -0.10827  0.090
H -2.33436 -5.30010 -1.53326  0.075
H -4.11757 0.64302 -0.93787  0.087
H 2.87522 -1.98236 1.07273  0.123
H -1.10986 -0.77840 -5.38134  0.088
H -0.60160 6.98744 3.06864  0.121
C -7.31873 2.21055 -1.83950  -0.235
C 2.29938 0.83245 0.06806  -0.021
O 3.11855 -5.04657 0.91158  -0.046
O 3.38346 -1.98426 -3.46633  0.212
O -6.57933 1.99693 0.44507  -0.075
H -4.16829 2.74949 -0.12743  0.089
F 1.80305 2.30986 -1.69321  0.009
C 1.64321 0.04147 -2.27298  -0.049
C 3.42904 -2.70872 0.49020  -0.076
H 0.43101 1.07527 -0.85859  0.133
O 4.40220 2.09820 5.21959  -0.071
H -2.28171 7.11557 3.63570  0.119
H -1.24020 -3.63059 -0.00422  0.107
C 1.47445 1.07850 -1.16324  -0.342
O 2.14845 -1.22595 -1.77143  0.016
C 3.87177 -3.91510 1.33019  -0.236
O -8.43578 1.36509 -1.56604  -0.064
H -1.88373 4.81848 4.29053  0.076
H 0.16285 -2.28264 -4.23811  0.105
H 2.03539 -0.08999 0.56337  0.076
H 3.63015 -5.81371 1.18458  0.095
C 3.28451 -1.60689 -2.34728  -0.451
H 5.69992 -1.19127 -3.97740  0.141
H -1.22350 4.98201 1.72074  0.120
C -1.19123 -4.47045 0.70572  -0.260
C 6.82482 -0.85670 -1.34241  0.067
H -1.67863 -3.35226 -2.88217  0.103
H 2.77049 -3.10835 -0.27095  0.124
H -1.64941 0.47752 0.16532  0.057
O 3.39300 0.99913 2.84896  -0.099
H 4.27663 1.02186 3.23844  0.073
H -2.03979 -1.64059 -3.21304  0.115
H -7.70870 3.57818 -0.22137  0.120
C -0.78807 -2.58222 -4.69427  -0.234
H 4.53998 3.03652 5.05233  0.093
H -2.21357 6.37920 1.24273  0.121
H -2.44940 2.88474 -0.55221  0.125
O -1.20636 5.50497 4.33080  -0.067
H 7.68268 -1.19110 0.49226  0.189
H 2.05648 1.61471 0.77660  0.079
H 0.67910 -0.14050 -2.73447  0.125
H -2.70703 2.41129 1.88804  0.105
O 5.64782 -0.45831 -3.34889  0.094
C 5.66533 -0.96040 -2.08476  -0.205
H -9.20407 1.92392 -1.40921  0.094
O -1.13653 -1.67211 -5.73807  -0.063
H -1.13036 -6.61998 0.65365  0.125
H -0.66141 -3.55454 -5.16709  0.128
C -1.50645 6.42063 3.28724  -0.251
H 2.29081 0.43412 -3.05379  0.143
C 4.52447 -1.53133 -1.50829  0.050
H -6.01470 3.55012 -0.76153  0.107
C -1.15465 -5.78665 -0.04626  -0.238
O -3.12101 -3.01913 -4.28007  -0.056
H -6.51878 1.55550 -2.18311  0.119

Here is a 2-piece molecular cluster, C4H12 overall at a distorted geometry from the OMol25 dataset. Energies are from the ωB97M-V functional and the def2-TZVPD basis.

Output
LUMO level   0.0417 Ha
Charge   0
Strongest force on any atom   2.43 eV Å⁻¹
SMILES   CC.CC

Each line ends with the Löwdin charge.
Positions of all 16 atoms, in Å:
C 0.87600 0.70438 2.81156  -0.165
H 0.31944 1.59776 3.09614  0.060
H -0.81390 -0.27788 -3.87392  0.060
C -0.92171 -0.61746 -2.84090  -0.179
H 0.13986 -0.29009 -0.92408  0.025
H -0.72816 -1.69251 -2.86938  0.059
H 0.40660 -1.21784 1.83781  0.064
H -1.01036 -0.34612 2.26859  0.064
H 1.76467 1.03222 2.28452  0.059
H -1.97935 -0.46523 -2.61550  0.058
H 1.00049 0.09640 -2.36386  0.063
C 0.01546 -0.20906 1.92928  -0.167
H 1.13549 0.20444 3.74510  0.058
H -0.01949 0.31031 0.98226  0.028
H -0.32643 1.17062 -2.00962  0.069
C 0.01501 0.14324 -1.89271  -0.156

Here is one molecule with the formula CH4IO2PS at a distorted geometry from the OMol25 dataset. Energies are from the ωB97M-V functional and the def2-TZVPD basis.

Output
LUMO level (alpha / beta)   -0.0856 / -0.0856 Ha
Charge   0
Strongest force on any atom   4.61 eV Å⁻¹
SMILES   CO[S@@](=O)(=P)I

Each line ends with the Löwdin charge.
Positions of all 10 atoms, in Å:
I 3.37334 -0.80334 -0.06204  0.499
H -1.72813 -0.13882 0.85116  0.063
H -1.44354 1.53363 0.23071  0.098
S 1.61374 0.94581 -0.46462  0.097
P 1.60139 2.76168 0.55696  0.548
H -1.26630 0.17449 -0.87651  0.092
C -1.12022 0.42519 0.22098  -0.221
O 1.24085 0.97127 -1.82128  -0.475
O 0.17999 0.04825 0.52618  -0.463
H 1.35290 1.76873 1.44634  -0.237

Here is one molecule with the formula C7H14 from the OMol25 dataset. Energies are from the ωB97M-V functional and the def2-TZVPD basis.

Output
LUMO level   0.0391 Ha
Charge   0
Strongest force on any atom   0.19 eV Å⁻¹
SMILES   C[C@@H]1[C@H](C)C1(C)C

Each line ends with the Löwdin charge.
Positions of all 21 atoms, in Å:
H 1.05052 1.20253 1.55227  0.065
H -1.18254 1.56172 -0.56026  0.131
H 0.72835 2.71261 0.68661  0.079
H 2.24942 0.03454 0.10306  0.060
C 1.90913 0.00906 -0.93621  -0.067
C 0.40235 0.12832 -1.05935  -0.239
H -2.66018 -0.80553 0.29444  0.086
H -0.69442 -1.28200 1.94046  0.086
C -0.57720 -0.48044 -0.07429  -0.470
C -0.36026 1.01322 -0.09991  -0.259
H 2.29675 -0.91127 -1.38718  0.078
C -0.05937 -1.35699 1.04941  -0.039
H -0.48841 2.03244 1.77926  0.079
H -0.07276 -2.40542 0.72438  0.085
H -1.98671 -1.95726 -0.87145  0.079
H 2.38621 0.85665 -1.44305  0.080
H -2.32377 -0.28109 -1.35852  0.080
C 0.27624 1.77735 1.03654  -0.062
H 0.96643 -1.12643 1.34714  0.066
C -1.95511 -0.91197 -0.54192  -0.049
H 0.06225 0.15277 -2.09546  0.133

Here is an isolated ion of composition H2NOS2 and charge -1 at a distorted geometry from the OMol25 dataset. Energies are from the ωB97M-V functional and the def2-TZVPD basis.

Output
LUMO level (alpha / beta)   0.1376 / 0.1377 Ha
Charge   -1
Strongest force on any atom   5.12 eV Å⁻¹
SMILES   N=[S@@H]([O-])=S

Each line ends with the Löwdin charge.
Positions of all 6 atoms, in Å:
O -0.46180 -2.19283 0.60224  -0.694
H -1.12177 1.37372 -1.09862  -0.004
N -0.82885 1.00146 -0.14425  -0.483
H 0.62345 0.25789 1.44472  0.027
S 0.09504 -0.23583 0.11810  0.169
S 1.69393 -0.20440 -0.92219  -0.015

Here is an isolated ion of composition C8H13N6 and charge +1 at a distorted geometry from the OMol25 dataset. Energies are from the ωB97M-V functional and the def2-TZVPD basis.

Output
LUMO level (alpha / beta)   -0.1280 / -0.1280 Ha
Charge   +1
Strongest force on any atom   4.51 eV Å⁻¹
SMILES   C[C@H](/C=N\N=c1/cncc[nH]1)C(N)=[NH2+]

Each line ends with the Löwdin charge.
Positions of all 27 atoms, in Å:
H 1.66378 2.57770 -0.83946  0.098
H 4.16701 -0.05679 -0.04879  0.063
H 3.41539 0.74484 1.28363  0.067
C -2.32669 0.33052 -1.12169  -0.067
H 4.01068 1.55844 -0.06839  0.085
C 1.26590 1.66475 -0.52626  -0.083
H -2.51097 0.67583 2.13036  0.155
C -3.90174 -0.45333 0.98276  -0.055
N 1.69002 -0.91639 1.17094  0.195
H 1.66365 -0.07627 1.71606  0.121
N 1.38548 -1.91767 -0.85989  0.228
N -3.49372 -0.18718 -1.32969  0.078
C 1.81491 -0.83660 -0.17824  -0.298
N -0.67151 0.96020 0.60138  0.020
C 3.55563 0.68006 0.27334  -0.013
N 0.09704 1.72312 -0.09249  -0.010
H -5.08621 -1.13371 -0.73606  0.106
H 1.30316 -1.82043 -1.88364  0.154
C -4.24564 -0.61973 -0.32814  -0.152
C -1.83769 0.54127 0.21520  -0.269
C 2.34857 0.47998 -0.68698  -0.189
H -1.58361 0.76328 -1.78376  0.110
H 1.16994 -2.78203 -0.43066  0.121
H 1.03744 -1.65609 1.35938  0.125
H 2.42211 0.31993 -1.81224  0.168
N -2.75029 0.19813 1.27083  0.119
H -4.60265 -0.76184 1.72252  0.120